No. 1
# C64H98F3N8O22

15 unconnected molecules or ions with the total composition C64H98F3N8O22 (wB97M-V/def2-TZVPD, OMol25).

Each line ends with the Löwdin charge.
Element x y z (Å)
F 10.14 -17.30 19.89  0.1685
F 9.08 -18.00 21.58  0.1461
F 8.21 -16.85 20.09  0.1198
O 7.37 -9.70 26.62  0.0514
O 10.06 -14.63 20.68  -0.0940
O 1.61 -14.22 21.40  -0.0091
O 5.90 -12.68 17.65  -0.0293
O 6.46 -16.29 23.16  -0.0156
O 7.74 -18.01 16.53  -0.0034
O 6.42 -15.85 29.56  0.0334
O 14.08 -14.18 19.09  -0.0123
O 6.53 -23.60 22.38  0.0441
O 9.80 -15.03 25.36  0.0269
O 5.37 -18.54 24.29  0.0278
O 7.51 -12.91 22.17  0.0146
O 15.11 -9.71 17.74  0.0408
O 13.05 -22.07 21.53  0.0212
O 12.63 -15.59 25.70  0.0564
O 16.52 -13.22 22.64  0.0153
O 8.57 -21.56 26.21  0.0340
O 9.71 -9.60 18.00  0.0125
O 12.51 -19.05 15.58  0.0484
O 8.99 -15.35 22.62  -0.1949
O 15.12 -21.62 19.73  0.0019
O 11.36 -14.45 15.13  0.0223
N 8.28 -11.28 17.34  0.0193
N 8.94 -19.72 25.00  0.0470
N 10.91 -21.61 22.17  0.0538
N 12.52 -13.82 16.90  -0.0142
N 13.79 -9.63 19.53  0.0056
N 7.08 -18.93 18.47  0.0413
N 5.89 -14.29 16.12  0.0303
N 15.53 -15.27 20.36  0.0336
C 15.51 -13.90 23.33  -0.3535
C 14.96 -9.88 18.93  -0.5867
C 5.28 -15.62 22.82  -0.2755
C 7.92 -18.86 17.44  -0.5231
C 14.75 -15.23 19.25  -0.4726
C 15.94 -10.60 19.84  0.0046
C 7.04 -14.71 18.24  0.0270
C 5.74 -18.22 18.53  -0.0285
C 11.21 -13.83 20.77  -0.2349
C 12.17 -22.07 22.39  -0.5339
C 7.48 -10.44 25.50  -0.3861
C 8.79 -10.39 18.21  -0.5687
C 6.36 -11.07 25.06  -0.0277
C 13.53 -15.01 24.94  -0.3366
C 9.38 -15.75 27.50  -0.0267
C 12.38 -22.56 23.79  0.0058
C 14.23 -13.94 22.91  -0.0318
C 13.22 -14.59 23.65  0.0186
C 11.04 -12.69 19.69  -0.0147
C 15.88 -16.50 21.02  -0.0636
C 9.30 -20.63 25.94  -0.5643
C 4.17 -15.63 23.67  -0.0037
C 9.79 -15.73 21.58  -0.4039
C 4.01 -14.53 21.12  -0.0011
C 7.95 -10.30 19.44  -0.0034
C 12.63 -8.87 19.02  -0.0520
C 9.57 -18.45 24.72  -0.0726
C 13.38 -20.11 18.93  -0.0400
C 13.01 -12.56 16.44  -0.0506
C 8.89 -11.70 16.12  -0.0512
C 13.14 -19.71 16.55  -0.3433
C 5.42 -20.93 24.60  -0.0305
C 14.67 -16.29 18.21  0.0326
C 10.65 -20.54 26.57  -0.0092
C 8.50 -15.96 28.58  0.0111
C 15.86 -14.46 24.56  -0.0228
C 10.44 -21.20 20.77  -0.0285
C 8.91 -15.22 26.32  -0.3420
C 2.87 -14.56 21.95  -0.2948
C 7.11 -15.62 28.44  -0.3441
C 10.98 -15.72 17.05  0.0153
C 12.63 -19.60 17.86  -0.0024
C 8.68 -11.43 23.66  0.0138
C 6.59 -15.26 27.21  -0.0191
C 6.77 -21.22 22.18  -0.0550
C 14.89 -15.03 25.43  0.0340
C 5.77 -19.81 23.89  -0.2979
C 8.66 -10.69 24.86  -0.0184
C 6.27 -13.85 17.32  -0.5349
C 11.60 -14.56 16.31  -0.6002
C 5.71 -22.17 24.11  -0.0095
C 9.33 -16.94 20.83  -0.6243
C 6.30 -11.90 23.92  0.0145
C 7.47 -15.02 26.15  0.0265
C 6.11 -15.58 15.48  -0.0706
C 9.09 -19.83 17.35  0.0140
C 2.91 -15.12 23.22  -0.0072
C 14.46 -20.90 18.72  -0.3205
C 6.37 -22.34 22.88  -0.3191
C 5.19 -15.06 21.55  -0.0235
C 6.42 -19.96 22.61  -0.0082
C 7.50 -12.06 23.22  -0.3353
C 14.87 -21.20 17.45  -0.0198
C 14.23 -20.60 16.34  -0.0043
H 11.18 -13.31 21.73  0.1058
H 9.52 -10.12 25.18  0.1071
H 13.91 -9.81 20.52  0.1102
H 10.73 -16.10 22.00  0.1442
H 16.03 -11.66 19.60  0.0767
H 13.99 -13.71 21.88  0.0965
H 11.82 -8.97 19.74  0.0756
H 7.17 -14.68 25.18  0.0978
H 13.10 -19.97 19.97  0.1078
H 11.12 -21.52 26.52  0.0725
H 8.11 -11.17 20.07  0.0614
H 14.69 -17.32 18.54  0.0647
H 10.42 -15.96 27.69  0.1083
H 17.30 -13.46 23.15  0.0830
H 13.10 -14.11 17.68  0.0533
H 16.94 -16.46 21.25  0.0842
H 1.21 -13.44 21.79  0.0894
H 8.81 -20.79 16.93  0.0887
H 11.34 -19.81 26.14  0.0705
H 10.63 -20.14 20.59  0.0625
H 12.76 -7.81 18.79  0.0794
H 13.40 -22.92 23.81  0.0851
H 15.63 -21.93 17.20  0.1141
H 15.74 -17.37 20.38  0.0796
H 7.11 -15.94 15.27  0.0769
H 8.04 -19.85 24.57  0.0987
H 11.74 -23.41 24.01  0.0945
H 9.76 -19.30 16.68  0.0770
H 8.11 -9.11 26.78  0.1032
H 14.09 -12.75 16.46  0.0911
H 5.42 -10.94 25.58  0.1123
H 12.11 -14.40 20.58  0.0960
H 7.29 -21.31 21.25  0.0858
H 7.24 -15.93 22.73  0.0406
H 5.53 -15.21 27.00  0.1076
H 13.21 -18.65 15.06  0.1143
H 9.02 -10.90 15.39  0.0892
H 5.35 -17.88 17.57  0.0631
H 15.56 -16.05 17.61  0.1067
H 11.41 -16.63 16.64  0.0730
H 16.91 -14.36 24.82  0.1034
H 15.06 -15.47 26.40  0.1075
H 5.36 -12.37 23.68  0.1106
H 12.35 -9.34 18.07  0.0661
H 6.47 -15.64 18.25  0.0649
H 7.57 -11.82 17.80  0.0708
H 10.04 -12.27 19.77  0.0570
H 11.72 -19.07 18.07  0.0889
H 6.04 -15.09 20.88  0.0965
H 9.37 -21.35 20.67  0.0495
H 8.34 -12.50 15.62  0.0785
H 11.71 -15.60 25.44  0.0690
H 5.54 -16.31 16.07  0.0627
H 13.76 -16.26 17.61  0.0741
H 6.59 -19.13 21.94  0.1033
H 4.93 -18.83 18.93  0.0796
H 15.50 -10.67 20.83  0.0573
H 16.85 -10.01 19.92  0.0839
H 10.48 -20.41 27.64  0.0907
H 12.62 -12.30 15.46  0.0884
H 10.15 -18.03 25.54  0.0739
H 7.17 -14.19 19.18  0.0887
H 6.78 -23.59 21.46  0.0992
H 9.89 -15.70 17.02  0.0666
H 10.24 -18.52 23.86  0.0810
H 12.73 -11.78 17.15  0.0718
H 5.46 -13.57 15.56  0.1430
H 9.52 -20.03 18.33  0.0511
H 8.24 -9.43 20.04  0.0840
H 10.20 -21.56 22.88  0.1226
H 2.03 -15.16 23.85  0.1092
H 11.82 -11.93 19.78  0.0707
H 11.10 -15.62 18.13  0.0609
H 15.37 -16.68 21.96  0.0840
H 5.81 -17.31 19.14  0.0506
H 3.96 -14.23 20.09  0.1170
H 5.62 -15.33 29.66  0.1057
H 9.63 -11.59 23.18  0.1069
H 9.85 -12.18 16.32  0.0692
H 8.03 -14.79 17.79  0.0889
H 5.75 -15.66 14.45  0.0830
H 9.39 -15.12 24.49  0.0601
H 11.09 -13.13 18.70  0.0505
H 15.65 -14.37 20.80  0.1013
H 12.22 -14.81 23.34  0.0994
H 4.19 -16.10 24.64  0.1030
H 14.58 -22.06 20.39  0.0473
H 8.07 -13.69 22.21  0.0511
H 6.88 -10.27 19.25  0.0883
H 8.90 -16.40 29.49  0.1038
H 7.32 -19.42 19.32  0.1129
H 5.40 -23.03 24.68  0.1205
H 10.93 -21.86 20.05  0.0863
H 12.31 -21.72 24.48  0.0714
H 4.88 -20.83 25.53  0.1274
H 8.82 -17.66 24.72  0.0845
H 14.61 -20.87 15.37  0.1041
H 5.93 -17.85 23.93  0.0405

LUMO = 1.7285 eV
Net charge = -1

***

No. 2
# C65H139N7O8S

8 unconnected molecules or ions with the total composition C65H139N7O8S (wB97M-V/def2-TZVPD, OMol25).

Each line ends with the Mulliken spin population.
Element x y z (Å)
S -0.05 0.21 -1.40  0.0001
O 3.22 6.54 -1.05  0.0000
O 5.90 1.77 -3.31  0.0000
O -1.35 -0.06 5.30  0.0000
O -3.39 -3.68 6.54  0.0000
O -0.29 1.58 -0.68  0.0000
O -0.57 2.98 -6.70  0.0000
O 2.11 -4.94 -0.64  0.0000
O -9.75 0.64 -0.61  0.0052
N 2.85 -5.26 0.55  0.0000
N -3.50 -3.23 5.25  0.0000
N 0.06 1.71 -6.65  0.0000
N 6.77 0.85 -2.71  0.0000
N 1.82 6.53 -1.04  0.0000
N -0.54 0.98 4.84  0.0000
N -8.38 0.18 -0.59  0.8430
C 8.24 2.50 -1.85  0.0000
C 4.51 -0.66 -2.62  0.0000
C 2.93 -6.76 2.51  0.0000
C -3.54 -5.70 4.27  0.0000
C 0.19 2.27 2.78  0.0000
C -0.87 1.19 -8.88  0.0000
C -0.29 5.24 -1.11  0.0000
C 6.82 -1.52 -2.04  0.0000
C 7.36 1.25 -1.42  0.0000
C -7.31 1.75 0.72  0.0637
C 1.67 4.40 -2.22  0.0000
C -6.18 -0.40 0.34  0.0260
C 1.57 2.09 -8.66  0.0000
C -5.98 -3.44 4.86  0.0000
C 1.92 -0.52 -6.65  0.0000
C 1.61 8.97 -0.59  0.0000
C -5.00 -1.42 5.89  0.0000
C 0.94 -0.30 -7.74  0.0000
C 1.27 7.49 -0.08  0.0000
C 1.79 7.30 1.39  0.0000
C -5.62 -0.20 -1.00  -0.0088
C 0.89 1.56 -5.40  0.0000
C 8.16 0.10 -0.81  0.0000
C 0.80 1.06 5.45  0.0000
C -2.90 -4.23 4.35  0.0000
C 7.33 -1.19 -0.65  0.0000
C -6.53 -1.06 -1.81  0.0111
C 0.08 1.91 -4.18  0.0000
C -7.89 0.69 -2.87  0.0529
C -0.72 1.08 3.40  -0.0001
C 0.66 -6.35 1.31  0.0000
C 4.15 -3.07 0.74  0.0000
C 1.27 0.00 -5.31  0.0000
C 0.53 1.43 6.92  0.0000
C 6.11 -0.50 -2.95  0.0000
C -2.16 1.52 3.07  0.0001
C -7.52 0.29 0.63  -0.0457
C 1.66 -0.25 -0.82  0.0000
C -8.88 -1.67 -2.29  0.0466
C 0.47 1.22 -8.01  0.0000
C -1.06 -1.15 -0.64  -0.0001
C -7.92 -0.48 -1.91  -0.0458
C -0.55 -0.30 2.63  0.0001
C 1.60 2.14 4.71  0.0000
C 1.72 4.32 0.29  0.0000
C -0.97 6.19 -0.08  0.0000
C 3.07 -3.99 1.32  0.0000
C 1.26 5.20 -0.96  0.0000
C -8.22 -0.38 1.95  0.0488
C -4.03 -2.95 2.43  0.0002
C 6.28 1.67 -0.35  0.0000
C 6.34 -1.02 -4.32  0.0000
C -0.28 7.57 -0.18  0.0000
C 2.47 -7.78 0.26  0.0000
C -2.86 -3.61 2.86  0.0001
C 2.20 -6.55 1.16  0.0000
C 2.96 -5.49 3.45  0.0000
C 2.18 2.55 -5.37  0.0000
C -1.39 -4.47 4.70  0.0000
C 3.62 -4.34 2.72  0.0000
C 1.65 2.17 3.26  0.0000
C 1.63 -0.30 5.32  0.0000
C -4.81 -2.53 4.92  -0.0005
C 1.66 -3.25 1.58  0.0000
C -4.63 -1.92 3.44  -0.0016
H 1.16 4.63 1.17  0.0000
H 6.84 2.22 0.41  0.0000
H 1.50 2.05 -9.75  0.0000
H -8.38 1.58 -2.47  -0.0008
H 0.93 -1.04 5.69  0.0000
H 2.80 4.25 0.45  0.0000
H -1.49 2.72 -6.55  0.0000
H -2.31 1.32 2.01  -0.0001
H -7.13 2.31 -0.20  -0.0007
H 2.56 -0.20 5.88  0.0000
H -1.07 -4.64 5.72  0.0000
H -2.95 -2.90 6.88  0.0000
H 2.58 2.54 -4.35  0.0000
H 8.57 0.45 0.14  0.0000
H 1.10 6.87 2.11  0.0000
H 1.47 3.27 0.20  0.0000
H 1.39 9.76 0.13  0.0000
H -2.20 0.36 5.45  0.0000
H -8.30 0.30 -3.80  0.0002
H -9.88 -1.29 -2.47  -0.0034
H -9.58 1.54 -0.92  0.0170
H 2.65 -5.40 -1.29  0.0000
H -9.10 -2.35 -1.47  -0.0031
H 7.33 -0.95 -4.78  0.0000
H 2.01 -5.24 3.92  0.0000
H 6.24 -2.44 -1.91  0.0000
H -1.49 2.08 -8.90  0.0000
H -6.84 -2.77 4.88  -0.0001
H -0.21 3.23 3.09  0.0000
H 5.08 -3.63 0.70  0.0000
H 3.34 6.87 -1.94  0.0000
H -2.91 0.98 3.64  0.0000
H -5.73 -0.71 5.51  0.0000
H 3.39 -3.52 3.39  0.0000
H -1.51 0.32 -8.72  0.0000
H 5.49 2.29 -0.78  0.0000
H 1.43 -3.42 2.63  0.0000
H 0.02 -0.80 -7.42  0.0000
H -8.17 2.27 1.16  -0.0001
H -1.84 -1.52 -1.32  0.0000
H -5.80 -4.26 5.55  0.0000
H 0.24 -7.36 1.39  0.0000
H 1.95 -7.67 -0.70  0.0000
H 1.05 9.31 -1.46  0.0000
H 2.59 6.55 1.36  0.0000
H 2.58 1.84 -8.34  0.0000
H -2.87 -4.35 2.07  0.0000
H -0.02 0.71 7.53  0.0000
H -0.27 2.94 -4.14  0.0000
H 6.42 -1.07 -0.06  0.0000
H 3.60 -5.66 4.32  0.0000
H -4.09 -0.84 5.81  0.0000
H 2.63 2.06 5.05  0.0000
H 1.70 -2.16 1.60  0.0000
H 8.90 2.05 -2.59  0.0000
H -1.95 -3.01 2.77  -0.0001
H 8.89 2.88 -1.06  0.0000
H 2.23 8.27 1.63  0.0000
H 2.21 1.27 3.01  0.0000
H 6.23 -2.09 -4.49  0.0000
H 1.96 3.58 -5.63  0.0000
H -9.27 -0.09 2.07  -0.0041
H -0.77 4.27 -0.93  0.0000
H 6.08 1.78 -4.26  0.0000
H 4.29 -1.72 -2.76  0.0000
H -0.67 7.99 -1.11  0.0000
H 1.28 -0.84 -8.62  0.0000
H -0.42 -1.99 -0.37  0.0000
H 4.31 -0.56 -1.56  0.0000
H -6.38 -2.06 -1.41  0.0011
H 0.26 -0.88 3.09  0.0000
H -5.49 0.86 -1.22  0.0001
H 1.41 1.74 7.48  0.0000
H -6.07 -1.11 -2.79  -0.0024
H 0.81 -3.46 0.93  0.0000
H -0.61 8.18 0.66  0.0000
H 5.64 0.83 -0.09  0.0000
H 2.31 0.49 -1.29  0.0000
H 2.89 2.32 -6.16  0.0000
H 1.70 -0.27 0.27  0.0000
H 7.66 -2.02 -2.52  0.0000
H 5.68 -0.64 -5.09  0.0000
H -3.70 -2.66 1.44  -0.0002
H 1.23 3.13 4.99  0.0000
H 7.98 -1.88 -0.11  0.0000
H 0.35 -0.53 -5.05  0.0000
H 2.17 -7.33 3.04  0.0000
H 2.67 9.20 -0.65  0.0000
H -1.42 -0.94 2.76  0.0000
H -0.74 -3.66 4.34  0.0000
H 7.76 3.34 -2.33  0.0000
H -2.89 -6.43 3.79  0.0000
H 0.70 1.87 -3.29  0.0000
H -2.05 6.18 -0.23  0.0000
H 1.97 -8.55 0.84  0.0000
H -6.88 1.03 -3.04  -0.0038
H -3.82 -6.06 5.26  0.0000
H -0.95 -5.35 4.23  0.0000
H 3.93 -7.15 2.33  0.0000
H 1.23 4.75 -3.16  0.0000
H 3.93 -2.70 -0.26  0.0000
H 0.13 2.36 1.70  0.0000
H -0.92 5.84 0.95  0.0000
H -1.61 -1.01 0.29  0.0000
H -5.30 -1.73 6.89  0.0000
H 2.76 4.35 -2.28  0.0000
H 2.02 -0.52 4.32  0.0000
H 0.29 -6.05 0.33  0.0000
H 3.93 0.00 -3.27  0.0000
H -5.44 -0.05 1.06  -0.0011
H 3.51 -8.05 0.10  0.0000
H 4.71 -4.38 2.74  0.0000
H 2.33 2.92 2.84  0.0000
H 1.38 3.05 -8.20  0.0000
H 0.45 -5.67 2.13  0.0000
H -6.35 -1.44 0.63  -0.0039
H -0.63 5.66 -2.05  0.0000
H 0.01 2.39 6.91  0.0000
H 2.16 -0.15 -4.71  0.0000
H -4.58 -0.50 -1.04  -0.0003
H -8.55 -2.32 -3.11  0.0036
H -4.45 -5.64 3.69  0.0000
H -4.77 -3.69 2.12  -0.0004
H -6.46 2.06 1.33  0.0034
H 2.16 -1.58 -6.52  0.0000
H -0.51 0.97 -9.89  0.0000
H 9.03 -0.07 -1.44  0.0000
H 2.85 0.02 -6.84  0.0000
H -6.08 -3.94 3.89  0.0000
H -0.37 -0.09 1.58  0.0000
H -4.04 -1.00 3.40  0.0002
H 1.87 -1.25 -1.20  0.0000
H -0.80 1.29 -4.11  0.0000
H -2.34 2.57 3.31  0.0000
H 4.43 -2.11 1.17  0.0000
H -8.25 -1.47 1.88  -0.0032
H 1.25 3.39 -2.18  0.0000
H -5.54 -1.73 2.87  0.0018
H -7.70 -0.11 2.87  0.0047

LUMO (spin up / spin down) = -2.7137 / -6.3373 eV
Net charge = +1
Multiplicity = 2

***

no.,E_tot (hartree)
1,-4890.56663
2,-3942.49262